The following is a DFT calculation (ωB97M-V with the def2-TZVPD basis set) of 2 unconnected molecules or ions with the total composition C4H12N2.

Atoms and positions in Å:
C -1.56 -2.02 3.34
C -0.68 -1.20 2.79
N -0.74 -0.74 1.48
H -2.46 -2.32 2.81
H -1.49 -2.46 4.33
H 0.23 -0.95 3.33
H -1.56 -1.09 1.00
H -0.61 0.25 1.33
C 1.53 0.11 -1.61
N 1.25 1.52 -1.71
C 0.06 1.83 -2.46
H 0.75 -0.37 -1.02
H 1.57 -0.40 -2.59
H 2.50 -0.02 -1.11
H 2.04 2.08 -1.99
H 0.05 2.88 -2.75
H -0.83 1.69 -1.84
H -0.05 1.20 -3.35

## Properties
Structure (SMILES): C=CN.CNC
HOMO energy: -8.45 eV
Charge: 0
E: -269.064312 a.u.
Energy above the lowest of the compared OMol25 structures with the same formula, charge and spin: 32.7 kcal per mole
Orbital gap: 9.51 eV
LUMO: 0.0389 hartree